No. 1
Here is an isolated molecule of C10H10N2O in a non-equilibrium geometry from OMol25. Energies are from ωB97M-V/def2-TZVPD.

## Properties
SMILES: CCOc1ncnc2ccccc12
relative energy (zero: lowest compared OMol25 entry of this formula, charge and spin): 35.06 kcal per mole
molar mass: 174.203 g/mol
F_max: 3.99 eV/Å
electronic energy: -571.76974 hartree

Each line ends with the natural charge from an NBO analysis.
Cartesian coordinates (Å):
1 C -2.032546 2.467583 -1.567414  -0.643
2 C -2.379570 1.428712 -0.487636  -0.070
3 O -1.228233 1.055484 0.193254  -0.520
4 C -0.218652 0.214124 -0.376503  0.609
5 N -0.189158 0.125807 -1.703840  -0.525
6 C 0.968101 -0.409618 -2.143718  0.267
7 N 1.908246 -0.983628 -1.411949  -0.461
8 C 1.578466 -1.251019 -0.089749  0.197
9 C 2.290607 -2.139548 0.753399  -0.219
10 C 2.019491 -2.063644 2.067865  -0.188
11 C 1.116976 -1.241465 2.734039  -0.218
12 C 0.327935 -0.443806 1.921185  -0.146
13 C 0.575402 -0.517174 0.550610  -0.211
14 H -2.948510 3.101976 -1.783560  0.196
15 H -1.840810 1.985866 -2.549666  0.223
16 H -1.309686 3.219311 -1.416501  0.221
17 H -3.023125 2.054761 0.112467  0.200
18 H -2.893194 0.501989 -0.965012  0.187
19 H 1.224816 -0.252604 -3.196331  0.185
20 H 3.095924 -2.824058 0.444304  0.235
21 H 2.512832 -2.744103 2.744763  0.209
22 H 0.968629 -1.429887 3.893192  0.230
23 H -0.523940 0.144942 2.276802  0.243

Force components x, y, z for each atom (eV/Å):
-2.8 -0.5 -2.8
0.0 0.3 -3.0
2.6 -2.2 1.0
-3.5 1.7 -0.9
0.3 0.4 1.9
1.6 -0.3 0.5
-1.2 -1.0 -0.1
1.0 0.3 -0.3
0.8 0.2 -1.2
0.6 -1.2 2.1
-1.6 0.2 1.4
-0.1 -0.6 1.5
-0.7 1.4 -1.4
0.6 -0.8 0.3
0.2 0.3 0.7
1.3 0.4 0.9
-0.2 -0.9 1.2
0.6 1.7 0.9
-0.3 -0.2 0.3
-0.6 0.5 -0.3
0.5 -0.3 -0.1
0.3 0.9 -2.7
0.5 -0.2 -0.1

=====

No. 2
Here is a cluster of 2 separate species, C10H10NO3 in total in a non-equilibrium geometry from OMol25. Energies are from ωB97M-V/def2-TZVPD.

## Properties
relative energy (zero: lowest compared OMol25 entry of this formula, charge and spin): 11.06 kcal per mole
expectation value of S²: 0.772
molar mass: 192.194 g/mol
spin multiplicity: 2
F_max: 2.78 eV/Å
electronic energy: -667.32601 hartree

Each line ends with the natural charge from an NBO analysis.
Cartesian coordinates (Å):
1 C 0.077198 0.828426 -0.344395  -0.184
2 C -0.325893 1.870183 0.459335  -0.253
3 C -0.774685 3.123597 -0.125181  0.373
4 O -0.785388 4.187936 0.472856  -0.502
5 C 0.923078 -0.278642 0.150012  -0.005
6 C 1.792407 -0.924175 -0.742707  -0.216
7 C 2.525264 -2.039254 -0.340183  -0.205
8 C 2.438675 -2.492236 0.976916  -0.205
9 C 1.616283 -1.826223 1.888831  -0.191
10 C 0.878391 -0.715715 1.485570  -0.225
11 H 0.268146 1.088008 -1.392671  0.219
12 H -0.430872 1.754073 1.540588  0.221
13 H -1.134979 3.075796 -1.177223  0.123
14 H 1.829899 -0.597461 -1.784021  0.216
15 H 3.124262 -2.586358 -1.069456  0.221
16 H 3.007973 -3.367326 1.293317  0.220
17 H 1.518007 -2.197758 2.909634  0.219
18 H 0.236937 -0.211459 2.210052  0.214
19 C -2.314481 -0.272073 -0.769378  -0.102
20 H -2.561937 -0.538606 0.255496  0.208
21 H -1.906228 -0.981226 -1.486029  0.209
22 N -3.132745 0.735738 -1.323098  0.424
23 O -3.070729 0.938819 -2.531031  -0.389
24 O -3.798582 1.425933 -0.557235  -0.387

Force components x, y, z for each atom (eV/Å):
1.6 2.1 1.0
-0.4 -1.8 -0.4
-0.5 1.4 0.1
0.0 -1.0 -0.4
-0.2 -0.5 0.2
-0.5 -0.3 0.0
0.0 0.0 0.1
0.0 0.1 -0.1
0.0 0.1 -0.1
0.0 -0.3 -0.1
-0.6 -0.3 0.1
0.4 0.2 -0.3
0.3 0.0 0.1
0.0 -0.1 0.3
0.0 0.2 0.2
-0.2 0.2 -0.1
0.1 0.2 -0.3
0.1 -0.2 -0.2
-0.6 -0.8 0.0
0.3 0.2 -0.3
0.1 0.4 0.2
0.2 0.9 0.0
0.1 -0.3 -0.1
0.0 -0.3 0.2

=====

No. 3
Here is a structure of composition C10H10O2 in a non-equilibrium geometry from OMol25. Energies are from ωB97M-V/def2-TZVPD.

## Properties
relative energy (zero: lowest compared OMol25 entry of this formula, charge and spin): 183.71 kcal per mole
molar mass: 162.188 g/mol
F_max: 7.25 eV/Å
electronic energy: -537.27436 hartree

Each line ends with the natural charge from an NBO analysis.
Cartesian coordinates (Å):
1 C 3.711227 -0.772064 -0.163125  -0.642
2 C 2.723385 0.342275 -0.200563  -0.207
3 C 2.861272 1.482854 0.305548  -0.299
4 C 1.370602 -0.303458 -0.239455  0.789
5 C -1.200828 0.109501 0.182346  0.283
6 C -1.873523 1.228026 -0.391421  -0.230
7 C -3.207215 1.111474 -0.597562  -0.229
8 C -3.806166 -0.084482 -0.203309  -0.207
9 C -3.143126 -1.265865 0.228998  -0.204
10 C -1.845097 -1.023270 0.686933  -0.241
11 H 3.766709 -1.408889 1.124247  0.230
12 H 3.323133 -2.031436 -0.977919  0.290
13 H 4.781571 -0.114378 -0.371389  0.228
14 H 2.122130 2.024616 0.868193  0.226
15 H 3.882647 1.920088 0.595666  0.195
16 H -1.080224 2.035381 -0.703244  0.240
17 H -3.788102 1.946357 -0.669256  0.216
18 H -4.846554 -0.078626 -0.512468  0.208
19 H -3.833741 -2.192094 0.184966  0.241
20 H -1.464962 -1.870625 1.352572  0.244
21 O 1.299914 -1.317829 -1.000123  -0.570
22 O 0.246938 0.262441 0.500374  -0.562

Force components x, y, z for each atom (eV/Å):
3.2 -2.9 0.3
-2.6 -5.8 0.8
3.2 5.6 3.4
-3.0 -3.3 -3.4
1.8 0.0 0.9
5.0 -0.5 -0.2
0.8 -1.8 2.2
-0.6 -0.9 -1.7
-2.5 1.9 -0.5
0.1 -2.5 -0.1
-0.2 2.4 -4.1
1.7 4.5 2.2
-2.5 -2.9 0.5
-0.9 0.2 -0.8
-1.2 -0.9 -0.9
-2.3 -1.1 0.6
-1.6 2.1 -1.1
-0.2 -0.6 0.5
1.9 1.3 0.9
0.5 1.6 -1.3
-1.4 3.8 3.3
0.8 -0.3 -1.4

=====

No. 4
Here is an isolated molecule of C10H10O2 in a non-equilibrium geometry from OMol25. Energies are from ωB97M-V/def2-TZVPD.

## Properties
relative energy (zero: lowest compared OMol25 entry of this formula, charge and spin): 43.04 kcal per mole
expectation value of S²: 2.016
molar mass: 162.188 g/mol
spin multiplicity: 3
F_max: 5.61 eV/Å
electronic energy: -537.16887 hartree

Each line ends with the natural charge from an NBO analysis.
Cartesian coordinates (Å):
1 C -1.360452 0.195531 0.930289  -0.107
2 C -0.976615 0.617840 2.013104  -0.031
3 C -0.501974 1.015973 -2.055378  -0.300
4 C -1.613256 0.542305 -1.477146  -0.200
5 C 1.406881 -0.475020 -1.769066  -0.186
6 C 1.684162 -1.295196 -0.818482  0.106
7 C 1.873133 -2.053374 0.246471  0.194
8 C 0.885811 0.928595 -1.534560  -0.434
9 C -1.795896 -0.299223 -0.277705  0.247
10 C -0.379764 1.391765 3.058004  -0.688
11 O 0.842343 -2.769039 0.881508  -0.573
12 O -2.359759 -1.389845 -0.291767  -0.634
13 H -0.684844 1.582707 -2.948089  0.208
14 H -2.586857 0.526690 -2.019629  0.209
15 H 1.205343 -0.842498 -2.762263  0.272
16 H 2.799073 -2.423265 0.466488  0.200
17 H 1.614752 1.537235 -2.090790  0.238
18 H 1.012756 0.972295 -0.435559  0.234
19 H 0.640938 1.183716 3.244658  0.223
20 H -0.975610 1.192517 4.005724  0.230
21 H -0.573286 2.521188 2.987240  0.229
22 H -0.156877 -2.660897 0.646947  0.562

Force components x, y, z for each atom (eV/Å):
1.5 1.3 2.9
0.1 -0.1 -2.2
0.8 1.1 0.1
-2.4 -2.1 0.8
-0.6 -1.6 -0.4
-0.8 1.6 -1.5
-4.9 -2.4 1.2
0.2 0.3 0.9
1.3 1.8 -1.2
-2.7 1.7 2.4
0.8 1.2 -0.9
-1.5 -2.6 -0.8
0.4 0.1 -0.5
0.9 0.2 -0.1
0.6 -0.2 -0.4
2.2 -0.9 1.3
-0.4 0.3 0.5
-0.3 1.1 -0.6
1.1 -0.1 0.1
1.0 -0.1 -0.7
0.6 -1.5 -0.5
2.2 0.8 -0.2

=====

> The lowest electronic energy belongs to which entry?

C10H10NO3

=====

> Among the records above, which one has the highest relative energy (zero: lowest compared OMol25 entry of this formula, charge and spin)?

number 3